1.
16
Properties=species:S:1:pos:R:3:forces:R:3 method="wB97M-V/def2-TZVPD" e_homo_ev=-8.9 relative_energy_ev=2.811 mol_weight_g_mol=90.13 orbital_gap_ev=9.86 e_lumo_ev=0.92 charge=0 e_tot_ev=-8298.693
N 1.946 0.077 0.881 1.85 2.25 0.50
C 1.141 -0.797 0.058 2.96 0.38 -1.51
C -0.166 -0.285 -0.435 -0.15 0.85 -2.89
N -0.891 -1.347 -1.242 -0.66 -0.30 0.75
C -0.939 0.502 0.553 -3.79 -2.64 1.55
O -1.038 1.801 0.212 1.47 3.09 1.16
H 2.367 -0.264 1.731 -0.92 -0.77 0.25
H 2.820 0.497 0.482 -1.71 -0.48 -0.45
H 1.022 -1.668 0.577 -0.62 -2.57 1.39
H 1.805 -1.053 -0.803 -0.97 -0.19 0.19
H 0.142 0.512 -1.243 -0.70 -1.36 1.39
H -1.843 -1.721 -0.977 1.71 0.41 1.29
H -1.260 -0.815 -1.978 0.02 0.77 -1.94
H -2.005 0.105 0.805 1.07 0.00 -1.41
H -0.638 0.283 1.572 1.29 1.12 0.28
H -1.703 2.086 -0.391 -0.83 -0.55 -0.53

2.
11
Properties=species:S:1:pos:R:3:forces:R:3 method="wB97M-V/def2-TZVPD" e_homo_ev=-8.9 relative_energy_ev=2.874 mol_weight_g_mol=92.10 orbital_gap_ev=9.74 e_lumo_ev=0.82 charge=0 e_tot_ev=-8226.619
C -2.123 -1.488 -1.341 3.19 1.93 0.76
C -1.194 -0.868 -0.767 -2.76 -1.92 -1.69
C -0.172 -0.165 -0.153 0.99 0.52 1.05
C 1.171 0.081 -0.572 0.10 -0.20 0.08
N 1.840 0.777 0.331 -0.24 -0.25 -0.18
N 0.965 0.959 1.331 -0.11 0.13 0.16
C -0.247 0.429 1.089 0.14 0.13 0.18
H -2.123 -1.364 -2.415 -1.16 -0.59 -0.28
H 1.675 -0.263 -1.468 -0.22 0.17 0.09
H 1.261 1.446 2.161 0.00 0.00 -0.09
H -1.055 0.456 1.804 0.08 0.08 -0.08